# 1
A cluster of 2 separate species, C4H11NO2S in total, computed with the ωB97M-V functional and the def2-TZVPD basis.

- 2S+1: 1
- Kohn-Sham gap: 5.972 eV
- HOMO: 0.0 eV
- Lowest unoccupied orbital energy: 6.0 eV
- Relative energy (zero: lowest compared OMol25 entry of this formula, charge and spin): 27.7 kcal per mole
- Net charge: -2

Last column: Mulliken charge in e.
Cartesian coordinates (Å):
1 S 2.50966 -0.84083 -2.15592  -0.764
2 O 1.96483 -3.27639 -0.18041  -0.641
3 O -2.64863 1.55722 2.35941  -0.977
4 N -1.72156 0.28525 0.52390  -0.373
5 C -2.07336 0.35112 2.00593  -0.308
6 C 0.08568 0.40629 -1.15957  -0.513
7 C 1.57224 0.61002 -1.45922  -0.662
8 C -0.34406 0.81642 0.32235  -0.699
9 H 2.01911 -2.62289 0.50859  0.299
10 H 2.10556 1.02999 -0.58384  0.261
11 H -2.89000 -0.38647 2.13332  0.230
12 H -0.35167 1.89814 0.39019  0.235
13 H 1.66163 1.42701 -2.18416  0.230
14 H -2.44300 0.87108 0.10744  0.229
15 H 2.12009 -2.84053 -1.06161  0.231
16 H -0.43386 1.05714 -1.87144  0.229
17 H -0.24558 -0.62747 -1.12486  0.393
18 H 0.25348 0.11028 0.89569  0.384
19 H -1.14056 0.17461 2.53419  0.214

---

# 2
A structure of composition C30H26ClN3O6PTeV, computed with the ωB97M-V functional and the def2-TZVPD basis.

- 2S+1: 4
- Kohn-Sham gap (alpha / beta): 5.221 / 6.388 eV
- HOMO (alpha / beta): -3.1 / -4.3 eV
- Lowest unoccupied orbital energy (alpha / beta): 2.1 / 2.1 eV
- Relative energy (zero: lowest compared OMol25 entry of this formula, charge and spin): 2.7 kcal per mole
- Net charge: -1

Last column: Mulliken spin population.
Cartesian coordinates (Å):
1 Te 2.65538 3.50137 -1.06397  0.002
2 V -0.86313 0.37439 -0.21123  2.672
3 Cl 2.76124 3.82950 5.07677  0.000
4 P 2.41061 1.17939 -0.84753  -0.008
5 O 1.04962 0.55104 -0.96862  0.015
6 O -0.17721 0.12607 1.60995  -0.014
7 O 3.36646 0.44316 -1.91364  -0.001
8 O -1.46885 0.51450 -2.19822  -0.021
9 O 2.98652 0.62136 0.56397  -0.005
10 O -2.80726 -0.63983 -3.60199  0.017
11 N -1.19525 2.34858 0.36474  -0.096
12 N -0.82589 -1.70952 -0.90265  -0.044
13 N -2.91209 0.46174 0.06161  -0.015
14 C 0.41712 0.99552 2.36170  -0.023
15 C -2.69394 4.04907 -0.65472  0.058
16 C -5.12353 -0.33638 -0.46645  -0.062
17 C -3.82335 -0.52664 0.00080  0.168
18 C -3.97092 4.29923 -1.17652  -0.026
19 C -0.57484 3.01161 1.25779  0.049
20 C 1.16079 0.53100 3.47865  0.000
21 C 1.07575 3.26287 3.03192  0.004
22 C 4.25846 1.07376 1.04746  0.001
23 C 3.26965 -0.98445 -2.03319  0.004
24 C 4.77511 0.04860 2.02880  0.000
25 C -0.25786 -2.83357 -0.36000  0.011
26 C -1.99400 -3.07706 -2.48602  -0.011
27 C 0.02998 -5.25271 -0.26946  0.006
28 C -3.33208 1.71960 -0.32686  0.043
29 C 1.30098 -3.81455 1.18515  0.005
30 C 0.95323 -5.10385 0.72572  -0.005
31 C 2.99170 -1.33613 -3.47499  0.000
32 C -5.53574 0.90260 -0.90128  0.157
33 C 0.70821 -2.69842 0.66301  0.008
34 C 1.86405 1.38003 4.28998  0.010
35 C -4.91340 3.30145 -1.25232  0.040
36 C -0.58683 -4.11937 -0.84652  -0.003
37 C -1.61024 -1.82683 -1.95068  0.021
38 C 0.35165 2.40978 2.17989  0.049
39 C -2.03258 -0.52739 -2.65922  0.013
40 C -4.62156 1.98604 -0.83282  -0.046
41 C 1.83562 2.75928 4.04908  0.002
42 C -1.50313 -4.21036 -1.92093  0.020
43 C -2.39593 2.77500 -0.22750  -0.025
44 H -4.21425 5.29199 -1.53496  -0.001
45 H -5.79440 -1.18645 -0.50265  -0.003
46 H -5.89662 3.51019 -1.66056  0.000
47 H 2.44944 0.99500 5.11674  0.000
48 H 4.08622 -0.05662 2.86972  0.000
49 H 4.21745 -1.40715 -1.69317  0.000
50 H 4.13115 2.05190 1.51093  0.000
51 H 1.43120 -5.97454 1.15831  0.000
52 H -1.77596 -5.19130 -2.29624  0.001
53 H -0.23347 -6.23708 -0.64239  0.000
54 H 2.91827 -2.42036 -3.59348  0.000
55 H -2.66302 -3.06763 -3.33357  -0.002
56 H 4.88503 -0.92428 1.54259  0.000
57 H 0.96247 -1.70040 0.99893  -0.008
58 H 2.04837 -0.88580 -3.78816  0.001
59 H 1.03779 4.33206 2.86169  0.000
60 H 2.05405 -3.70819 1.95684  0.000
61 H 3.78814 -0.96410 -4.12140  0.000
62 H -0.83725 4.05494 1.42967  0.006
63 H -6.52988 1.05805 -1.30241  0.012
64 H 4.95469 1.19205 0.21472  0.000
65 H 1.17585 -0.53908 3.65093  0.001
66 H 5.74980 0.35907 2.41323  0.000
67 H 2.47235 -1.36218 -1.39236  -0.002
68 H -3.48272 -1.50184 0.32359  0.018
69 H -1.93720 4.82225 -0.61621  0.006

---

# 3
The molecule C3H7I3Si, computed with the ωB97M-V functional and the def2-TZVPD basis.

- 2S+1: 1
- Kohn-Sham gap (alpha / beta): 7.047 / 6.553 eV
- HOMO (alpha / beta): -8.7 / -8.7 eV
- Lowest unoccupied orbital energy (alpha / beta): -1.6 / -2.1 eV
- Relative energy (zero: lowest compared OMol25 entry of this formula, charge and spin): 130.9 kcal per mole

Last column: Mulliken charge in e.
Cartesian coordinates (Å):
1 I 2.28655 -2.72578 -0.63096  0.064
2 I 2.57552 0.15733 1.21249  0.369
3 I 3.90809 2.18534 -0.54016  -0.231
4 Si -0.53345 -0.66242 0.03595  0.415
5 C 1.26501 -1.07739 0.40069  -0.359
6 C -0.79912 0.32738 -1.58074  -1.123
7 C -1.10986 0.40602 1.46995  -1.196
8 H -1.34267 -2.02951 -0.02878  -0.119
9 H 0.00091 0.77624 -2.15028  0.377
10 H -1.12357 -0.34729 -2.27269  0.376
11 H -2.06830 0.66638 1.84454  0.406
12 H -0.69591 -0.03927 2.37446  0.342
13 H -1.64704 0.99989 -1.40506  0.314
14 H -0.71616 1.36309 1.27059  0.367

---

# 4
The ion C3H10N4 with charge +2, computed with the ωB97M-V functional and the def2-TZVPD basis.

- 2S+1: 1
- Kohn-Sham gap: 12.688 eV
- HOMO: -20.6 eV
- Lowest unoccupied orbital energy: -7.9 eV
- Relative energy (zero: lowest compared OMol25 entry of this formula, charge and spin): 199.3 kcal per mole
- Net charge: +2

Last column: Mulliken charge in e.
Cartesian coordinates (Å):
1 N 0.54313 0.02465 0.63047  0.056
2 N -0.81271 -0.30140 0.30013  0.670
3 N -1.02119 -1.78329 0.25059  -0.357
4 N -1.80980 0.52785 0.53282  -0.635
5 C -1.22668 0.56351 -0.80194  -0.280
6 C 1.46294 1.03649 0.11132  -0.196
7 C 1.56824 -0.31043 -0.34767  -0.171
8 H 0.80939 -0.25975 1.54200  0.410
9 H 1.11155 -0.65488 -1.24257  0.279
10 H -1.61942 -2.01783 1.00730  0.301
11 H 2.25909 1.33444 0.76510  0.291
12 H 1.07250 1.93596 -0.40298  0.205
13 H -0.96029 -2.00050 -0.67390  0.269
14 H -1.85337 1.27459 1.11176  0.253
15 H -0.60254 1.39147 -1.03691  0.232
16 H 2.41681 -0.90470 -0.01206  0.314
17 H -1.80770 0.08236 -1.55588  0.358

---

# 5
A cluster of 15 separate species, C36H75N10O5 in total, computed with the ωB97M-V functional and the def2-TZVPD basis.

- 2S+1: 1
- Kohn-Sham gap: 8.808 eV
- HOMO: -11.2 eV
- Lowest unoccupied orbital energy: -2.3 eV
- Relative energy (zero: lowest compared OMol25 entry of this formula, charge and spin): 118.2 kcal per mole
- Net charge: +1

Last column: Mulliken charge in e.
Cartesian coordinates (Å):
1 O -2.04052 0.66910 3.26556  -0.226
2 O 0.09248 -5.26590 -5.57044  -0.590
3 O -2.15052 4.61110 -1.61244  -0.378
4 O -4.45152 -1.18690 -0.74744  -0.397
5 O 3.31848 7.19610 1.55156  -0.527
6 N -1.86452 -0.17890 -3.73244  -0.436
7 N 6.85748 -0.73590 3.96256  -0.418
8 N 4.71048 0.36210 0.12456  -0.430
9 N 0.01248 0.42210 -0.25444  1.333
10 N -2.59252 -6.18090 1.67856  -0.343
11 N 3.18848 1.39810 4.81756  -0.332
12 N -1.21952 4.55610 3.99256  -0.521
13 N -3.95752 -5.96690 -4.09444  -0.461
14 N 2.09648 4.20410 -1.68144  -0.497
15 N 3.04948 -2.73390 -1.00444  -0.186
16 C 5.27548 2.76610 5.61156  -0.900
17 C -4.17252 -4.86890 -3.90344  0.180
18 C 0.88048 0.60510 -1.41144  -0.111
19 C -2.87952 -6.36090 0.67056  0.215
20 C 4.45648 -0.07190 -2.57644  -0.502
21 C 5.88148 -1.03590 3.44056  0.320
22 C -0.19552 -5.17590 -4.15244  -0.421
23 C -4.41652 -3.35590 -3.63844  0.252
24 C 4.07948 1.93610 5.16756  0.271
25 C 4.62348 0.10710 -1.01244  0.364
26 C -0.76652 1.72610 0.00056  -0.394
27 C -0.76852 3.79010 4.75256  0.365
28 C 0.26848 3.72710 -3.66344  -0.270
29 C -0.20152 2.69210 5.79056  -0.264
30 C -5.04252 -1.65490 0.42856  -0.046
31 C -1.74852 5.63810 -0.86444  -0.511
32 C 0.82148 0.27710 1.01656  -0.262
33 C -1.26852 -3.36690 -0.32344  -1.820
34 C -2.24852 -1.66290 3.51456  -1.245
35 C 2.76448 5.11910 2.50356  -0.343
36 C -0.94852 -0.72790 -0.39244  -0.868
37 C -3.41252 1.90910 -4.37244  -0.615
38 C 3.48848 -3.77090 -1.06344  0.328
39 C -0.86852 6.70710 -1.59444  -0.881
40 C -2.04052 -0.31490 4.25356  -1.030
41 C 4.10748 -5.21890 -1.19144  -1.079
42 C 1.31948 4.02610 -2.56044  0.465
43 C 4.63448 -1.62690 2.65756  -0.256
44 C 0.92948 -4.33690 -3.47544  -1.042
45 C -5.20452 -3.13390 0.14656  -1.666
46 C 0.17748 2.66510 0.90856  -0.545
47 C 3.64448 5.83710 1.60656  -0.429
48 C -3.37252 -6.59590 -0.76944  -0.535
49 C -2.50852 0.71810 -4.08344  0.324
50 C 1.18548 1.63910 1.54456  -0.179
51 C -0.14952 -2.09590 -0.49244  -0.016
52 H 5.39648 2.95810 6.63656  0.338
53 H 0.31048 -2.17090 -1.50744  0.234
54 H -5.41352 -3.25790 1.08456  0.655
55 H -1.02352 2.00510 5.85956  0.111
56 H -5.74152 -1.02490 0.65556  0.813
57 H -0.55952 4.48510 -3.69244  0.150
58 H 3.24348 -5.88190 -1.43444  0.273
59 H -3.65252 -2.76290 -4.19644  0.228
60 H -4.57352 1.60510 -4.49444  0.316
61 H -0.37452 -6.09890 -5.80944  0.329
62 H 1.04148 -4.19190 -2.47544  0.058
63 H -1.61052 1.32210 0.69456  0.117
64 H 1.58048 1.52510 -1.34044  0.029
65 H -0.10952 -6.15590 -3.86544  0.485
66 H 0.87048 2.32710 5.37756  0.003
67 H -0.23852 2.79210 -3.35044  -0.186
68 H -1.58752 -0.78790 0.45556  -0.033
69 H 3.51348 0.43510 -2.74044  0.102
70 H 2.80048 5.70910 3.52456  0.277
71 H 1.88448 -4.97890 -3.88944  0.238
72 H 0.77048 -2.14990 0.13056  0.093
73 H 3.55148 7.44110 0.64656  0.321
74 H 3.95148 -1.06090 2.14056  -0.320
75 H 3.97948 -2.10090 3.32756  0.422
76 H 4.30648 -5.64990 -0.28544  0.376
77 H 1.38048 -0.19890 -1.67144  0.676
78 H 0.58348 3.47210 0.29556  -0.049
79 H -3.37252 -7.59490 -1.10544  0.457
80 H 5.42048 0.05010 -3.21944  0.348
81 H -3.22552 2.59510 -3.46444  0.035
82 H 4.86248 -2.50590 1.96656  0.263
83 H 1.30448 -3.52090 -3.87644  0.690
84 H 6.01848 2.06410 5.25656  0.253
85 H -1.25052 -0.18390 4.87656  0.503
86 H -4.39952 -3.88890 0.17456  0.242
87 H 4.85548 -5.37090 -1.83044  0.391
88 H 0.53148 3.87510 -4.77744  0.405
89 H -2.94552 2.30810 -5.12544  0.394
90 H -5.83652 -3.39190 -0.57844  0.552
91 H -0.37052 2.87410 1.69256  0.594
92 H 4.68648 5.96510 1.78656  0.395
93 H -4.33652 -6.30890 -1.02244  0.307
94 H 5.35448 3.68410 5.23456  0.330
95 H 0.15248 1.04410 -2.19644  -0.811
96 H -0.82252 -4.34690 -0.64844  0.275
97 H 0.17848 -0.15090 1.85056  0.070
98 H 2.15248 1.94210 1.26456  0.475
99 H -2.68252 -5.85290 -1.34544  -0.038
100 H -2.60152 6.17110 -0.49444  0.460
101 H -1.22852 5.46910 0.04156  0.266
102 H -1.36952 2.29010 -0.75344  0.418
103 H -1.42152 7.07210 -2.46844  0.286
104 H 3.84048 5.31910 0.59856  0.216
105 H -1.16452 -4.72990 -4.20244  0.189
106 H -2.00352 -3.35990 -1.02644  0.590
107 H -1.55352 -1.58690 2.60456  0.037
108 H -0.03352 3.34210 6.81256  0.360
109 H 0.12048 6.11310 -1.82444  0.108
110 H -4.36652 -3.43790 -2.63044  -0.495
111 H -2.10952 -2.41290 4.14456  0.631
112 H 1.58948 5.15410 2.11456  -0.028
113 H 1.68348 -0.48490 0.50556  -0.210
114 H -3.11352 4.32010 -1.30244  0.308
115 H 3.00048 4.11910 2.71156  0.145
116 H -4.33652 -1.45690 0.97656  -0.316
117 H -3.28052 -1.76390 3.36956  0.350
118 H -2.92552 0.97710 3.53856  0.279
119 H 1.47148 1.31010 2.72156  -0.167
120 H -5.53752 -2.98290 -3.82144  0.310
121 H -1.57052 -3.31990 0.61856  0.609
122 H -4.21552 -0.26090 -0.60344  0.169
123 H -1.53552 -0.62590 -1.22544  0.626
124 H -0.73552 7.56310 -0.72244  0.332
125 H -2.86752 -0.22990 4.92256  0.742
126 H 4.33548 -1.13590 -2.76344  0.148

---

# 6
A structure of composition C29H54FeN3OP2, computed with the ωB97M-V functional and the def2-TZVPD basis.

- 2S+1: 5
- Kohn-Sham gap (alpha / beta): 6.928 / 7.232 eV
- HOMO (alpha / beta): -9.1 / -10.5 eV
- Lowest unoccupied orbital energy (alpha / beta): -2.2 / -3.3 eV
- Net charge: +1

Last column: Mulliken spin population.
Cartesian coordinates (Å):
1 Fe -0.02896 -0.10188 0.91183  3.581
2 P 0.66386 -2.27223 1.20336  0.010
3 P 0.01531 2.21475 0.26512  -0.031
4 O 1.95768 0.83127 2.90350  -0.027
5 N 1.43636 -0.30589 -0.65791  0.025
6 N -1.38253 -0.15242 -0.48012  0.206
7 N -1.30713 -0.03053 2.58892  0.086
8 C 0.04748 -3.11312 -1.42087  0.004
9 C -1.56855 1.40549 -3.92456  0.000
10 C 1.39672 4.50840 -0.69363  0.002
11 C -0.00369 -4.90057 0.25160  0.005
12 C 3.08027 -0.48835 -2.85319  -0.009
13 C -0.31592 -3.41052 0.03413  0.005
14 C 0.10263 1.47605 -1.49968  0.020
15 C 1.69870 -4.47103 2.72167  -0.004
16 C -0.45087 -3.42920 3.49832  0.011
17 C 2.34741 -2.27213 0.44609  0.047
18 C 1.26460 0.54969 -1.68079  -0.047
19 C 1.48956 3.39014 0.37590  0.046
20 C 1.74416 -2.24812 3.80730  0.007
21 C -1.71585 -0.99426 -3.46377  0.002
22 C 0.92103 -3.14753 2.87144  0.021
23 C -2.01224 0.38409 -2.87837  0.029
24 C 3.24859 -1.34571 -1.76598  0.008
25 C 2.79977 2.62205 0.14914  0.005
26 C 1.51352 3.97512 1.81858  0.015
27 C -1.81640 -3.14490 0.27914  0.012
28 C 1.25053 0.44351 2.04605  -0.041
29 C -1.19960 0.49767 -1.53551  -0.083
30 C -2.71013 2.47342 0.89934  0.015
31 C -1.41334 4.59112 1.03787  0.007
32 C 2.07670 0.49128 -2.80870  0.006
33 C -2.00840 3.63385 -1.18076  0.014
34 C -1.57732 3.28340 0.25011  0.071
35 C 2.37030 -1.26052 -0.68704  -0.002
36 C -3.52216 0.52166 -2.56944  0.004
37 H -2.26432 -1.15343 -4.40623  0.000
38 H -0.28549 -3.98571 4.43278  0.000
39 H -0.40034 -5.28571 1.19746  0.001
40 H 0.10895 2.27827 -2.24158  -0.001
41 H 2.36309 4.59255 -1.21282  -0.001
42 H 0.65211 4.31577 -1.47436  0.001
43 H 1.07915 -3.39701 -1.66569  0.000
44 H -0.08751 -2.05181 -1.65471  0.007
45 H 1.91628 -2.81094 4.73769  -0.001
46 H 1.92659 1.19771 -3.62552  -0.001
47 H -3.69925 0.87785 -1.54586  -0.001
48 H 2.95730 2.38831 -0.90983  -0.001
49 H -2.41141 2.75451 -1.70741  -0.003
50 H -0.70750 5.28291 0.56494  0.001
51 H -3.66501 2.98703 0.70294  0.000
52 H 4.01710 -2.11895 -1.73872  0.001
53 H -2.04473 -2.76761 1.29084  -0.006
54 H -0.49954 -5.46439 -0.55278  -0.001
55 H 2.73076 -2.00598 3.39085  -0.001
56 H -4.01572 1.21586 -3.26648  0.000
57 H -2.01107 -1.78122 -2.76063  -0.005
58 H -2.79365 1.45866 0.47798  0.010
59 H 2.18871 -4.68838 3.68036  0.000
60 H 1.24073 -1.31615 4.08245  0.000
61 H 2.48560 -4.42630 1.96003  0.000
62 H 2.84543 1.70031 0.73587  0.005
63 H 3.06391 -1.99486 1.23642  -0.004
64 H -0.79053 0.49138 3.30039  -0.002
65 H 1.07088 -5.11165 0.16937  0.000
66 H -1.11963 4.42158 2.07987  0.000
67 H 1.19540 5.48826 -0.24213  0.000
68 H 2.55756 4.07820 2.14961  0.001
69 H -2.39052 5.09850 1.05498  0.000
70 H -2.37160 -4.08984 0.14449  0.000
71 H -2.15358 0.50003 2.35893  -0.010
72 H 1.05830 4.97348 1.86988  0.001
73 H -2.20357 -2.39527 -0.42808  0.009
74 H -0.51199 1.24926 -4.18107  0.000
75 H -0.64316 -1.08845 -3.68338  0.001
76 H -0.99360 -2.51066 3.76287  0.000
77 H -1.61180 -0.90998 3.02284  -0.015
78 H -0.61848 -3.69165 -2.07901  0.001
79 H 1.04080 -5.32015 2.51718  0.001
80 H -1.20884 4.08883 -1.78359  -0.001
81 H -1.09250 -4.04524 2.85430  0.001
82 H -2.59305 2.41233 1.99178  0.000
83 H 3.71076 -0.58995 -3.73554  0.000
84 H 2.64742 -3.26578 0.06616  -0.001
85 H -2.15657 1.26697 -4.84658  0.000
86 H 3.62959 3.26274 0.48535  0.001
87 H 1.01430 3.31961 2.54664  -0.007
88 H -2.82093 4.38079 -1.12164  0.001
89 H -1.72093 2.44008 -3.59661  -0.001
90 H -4.00602 -0.45874 -2.66409  0.000

---

For each record above, in turn, the calculated F_max values are 3.76; 1.13; 3.19; 5.92; 16.33; 7.80 eV/A.